(1)
This record from the OMol25 dataset describes a structure of composition C24H52B3ClNO7P. The level of theory is ωB97M-V/def2-TZVPD.

Its HOMO energy is -8.299 eV. The calculation puts the electronic energy at -65399.685 eV. As for the orbital gap: 8.6 eV. The value obtained for the max |F| is 1.9 eV/A.

```
! wB97M-V def2-TZVPD RIJCOSX def2/J DEFGRID3
* xyz 0 1
C 1.32 4.11 3.75
C 1.02 3.54 2.37
C -0.24 3.05 2.12
C -0.53 2.51 0.89
C 0.44 2.46 -0.06
C 1.70 2.96 0.17
C 2.01 3.52 1.39
C 3.37 4.11 1.69
B 4.09 4.71 0.43
O 5.41 4.44 0.05
B 6.09 5.61 0.26
Cl 7.84 5.60 0.51
O 5.42 6.82 0.29
B 4.17 6.79 -0.32
P 3.55 8.46 -1.09
N 2.62 9.20 -0.04
O 3.42 5.66 -0.37
H 1.69 5.14 3.63
H 0.44 4.11 4.39
H 2.16 3.56 4.19
H -0.99 3.11 2.90
H -1.53 2.12 0.72
H 0.20 2.00 -1.02
H 2.47 2.91 -0.59
H 4.01 3.40 2.23
H 3.26 4.96 2.39
H 2.85 8.22 -2.31
H 4.67 9.29 -1.36
H 3.02 10.10 0.21
C -0.96 -3.44 -0.48
C -0.03 -2.24 -0.60
O -0.45 -1.11 0.13
C -0.59 -1.28 1.53
C 0.70 -1.68 2.22
H -1.96 -3.17 -0.81
H -0.59 -4.26 -1.09
H -1.03 -3.80 0.55
H 0.02 -1.93 -1.64
H 1.00 -2.52 -0.31
H -1.39 -1.99 1.75
H -0.91 -0.31 1.93
H 1.07 -2.65 1.87
H 0.55 -1.76 3.30
H 1.49 -0.94 2.03
C 3.52 -6.24 1.17
C 4.45 -5.05 1.05
O 4.04 -3.92 1.79
C 3.91 -4.09 3.19
C 5.20 -4.50 3.88
H 2.51 -5.96 0.84
H 3.87 -7.06 0.54
H 3.45 -6.60 2.19
H 4.50 -4.73 0.01
H 5.48 -5.33 1.33
H 3.11 -4.80 3.41
H 3.59 -3.13 3.58
H 5.57 -5.47 3.52
H 5.05 -4.58 4.95
H 5.98 -3.76 3.69
C -2.89 -3.75 -5.61
C -2.35 -4.54 -4.43
O -3.09 -4.37 -3.24
C -4.45 -4.76 -3.29
C -4.66 -6.23 -3.63
H -2.93 -2.68 -5.37
H -2.25 -3.88 -6.48
H -3.90 -4.06 -5.88
H -1.34 -4.19 -4.20
H -2.26 -5.60 -4.68
H -5.01 -4.12 -3.98
H -4.86 -4.57 -2.29
H -4.28 -6.47 -4.62
H -5.72 -6.47 -3.61
H -4.14 -6.86 -2.91
C -4.64 2.54 -2.28
C -4.44 1.76 -0.99
O -4.39 2.58 0.16
C -5.53 3.37 0.43
C -6.80 2.57 0.64
H -3.84 3.27 -2.41
H -4.64 1.86 -3.13
H -5.59 3.08 -2.30
H -3.49 1.24 -1.03
H -5.22 1.00 -0.87
H -5.67 4.12 -0.35
H -5.30 3.92 1.35
H -7.08 2.00 -0.25
H -7.63 3.23 0.89
H -6.67 1.85 1.46
*
```

---

(2)
This record from the OMol25 dataset describes a cluster of 3 separate species, C24H52F9IN8O4P3 in total. The level of theory is ωB97M-V/def2-TZVPD.

Its HOMO energy is -9.545 eV. The calculation puts the electronic energy at -106256.271 eV. As for the orbital gap: 6.8 eV. The value obtained for the max |F| is 7.6 eV/A.

```
! wB97M-V def2-TZVPD RIJCOSX def2/J DEFGRID3
* xyz 1 1
N 1.50 2.33 -0.35
P 1.60 2.43 -2.07
O 3.22 2.84 -2.36
C 1.26 0.71 -2.83
C 2.39 0.34 -3.85
C 2.20 0.96 -5.25
O 2.40 0.29 -6.16
I 1.63 3.00 -5.60
C -0.16 0.54 -3.49
C -0.99 -0.50 -2.56
C -2.46 -0.06 -2.82
C -3.42 -0.21 -1.59
C -3.84 1.10 -0.95
F -4.67 0.77 0.06
F -2.75 1.67 -0.36
C -4.63 2.09 -1.90
F -5.73 2.47 -1.24
F -5.05 1.41 -2.98
C -3.87 3.40 -2.23
F -3.83 4.10 -1.09
F -2.59 3.22 -2.61
C -4.57 4.33 -3.28
F -3.68 5.29 -3.59
F -4.87 3.74 -4.41
F -5.58 4.95 -2.73
C -0.33 -0.19 -1.21
N 1.13 -0.19 -1.63
H 1.66 3.25 0.05
H 2.27 1.73 -0.02
H 3.26 3.16 -3.28
H 3.39 0.54 -3.42
H 2.33 -0.76 -4.00
H -0.18 0.04 -4.46
H -0.52 1.58 -3.50
H -0.74 -1.50 -2.95
H -2.86 -0.73 -3.60
H -2.49 0.94 -3.25
H -2.89 -0.78 -0.81
H -4.28 -0.82 -1.87
H -0.35 -1.07 -0.53
H -0.57 0.74 -0.69
H 1.23 -1.14 -2.04
H 1.85 -0.20 -0.90
O 5.17 0.23 -0.15
P 6.36 1.19 -0.31
N 7.56 -0.03 -0.26
C 8.43 -0.48 0.80
C 7.64 -0.89 -1.43
N 6.06 1.98 1.21
C 6.95 1.97 2.35
C 4.69 1.96 1.70
N 7.55 2.38 -0.65
C 8.99 2.23 -0.72
C 7.15 3.79 -0.56
H 9.47 -0.49 0.47
H 8.18 -1.50 1.13
H 8.42 0.15 1.69
H 8.06 -0.35 -2.29
H 6.65 -1.26 -1.72
H 8.27 -1.76 -1.26
H 6.91 1.01 2.89
H 6.67 2.75 3.06
H 7.98 2.20 2.08
H 4.45 1.00 2.17
H 3.99 2.14 0.88
H 4.53 2.76 2.43
H 9.44 2.17 0.28
H 9.45 3.08 -1.23
H 9.30 1.37 -1.31
H 7.35 4.19 0.44
H 6.09 3.90 -0.78
H 7.68 4.40 -1.29
O -4.67 -3.06 1.11
P -5.62 -2.86 2.29
N -4.39 -2.43 3.42
C -3.75 -3.20 4.46
C -3.76 -1.14 3.22
N -6.13 -4.50 2.34
C -5.91 -5.42 3.43
C -6.04 -5.25 1.08
N -6.84 -2.46 3.44
C -6.69 -2.06 4.83
C -8.21 -2.87 3.13
H -3.79 -2.66 5.42
H -2.69 -3.39 4.23
H -4.21 -4.16 4.66
H -4.44 -0.32 3.48
H -3.45 -1.00 2.17
H -2.86 -1.02 3.83
H -4.88 -5.79 3.45
H -6.56 -6.30 3.33
H -6.17 -4.99 4.40
H -5.02 -5.59 0.89
H -6.36 -4.63 0.24
H -6.70 -6.12 1.10
H -6.45 -2.91 5.47
H -7.61 -1.61 5.20
H -5.93 -1.28 4.95
H -8.44 -3.85 3.56
H -8.37 -2.90 2.06
H -8.94 -2.15 3.53
*
```

---

(3)
This record from the OMol25 dataset describes a cluster of 6 separate species, C24H54BClNO10P in total. The level of theory is ωB97M-V/def2-TZVPD.

Its HOMO energy is -9.288 eV. The calculation puts the electronic energy at -70216.747 eV. As for the orbital gap: 8.4 eV. The value obtained for the max |F| is 3.4 eV/A. The SMILES is NB(O)C1=C(P(O)Cl)C(=O)OC1=O.CCOCC.CCOCC.CCOCC.CCOCC.CCOCC.

```
! wB97M-V def2-TZVPD RIJCOSX def2/J DEFGRID3
* xyz 0 1
N 2.85 0.32 4.90
B 1.91 0.57 3.83
O 2.39 0.47 2.51
C 0.37 0.96 4.01
C -0.63 0.04 3.99
P -0.64 -1.82 3.81
O 0.61 -2.24 2.78
Cl 0.03 -2.46 5.70
C -1.96 0.83 4.14
O -3.01 0.40 3.83
O -1.62 2.05 4.70
C -0.33 2.34 4.18
O 0.07 3.40 3.92
H 3.17 -0.65 4.80
H 2.46 0.49 5.83
H 3.17 1.04 2.44
H 0.25 -2.44 1.90
C 5.66 -1.76 6.89
C 5.43 -2.65 5.68
O 5.82 -2.04 4.45
C 7.19 -1.68 4.34
C 8.14 -2.85 4.47
H 5.13 -0.81 6.78
H 5.30 -2.26 7.79
H 6.71 -1.54 7.04
H 4.36 -2.86 5.59
H 5.92 -3.62 5.80
H 7.43 -0.89 5.06
H 7.30 -1.24 3.35
H 8.08 -3.32 5.45
H 9.17 -2.52 4.32
H 7.91 -3.62 3.73
C -0.76 2.60 -2.31
C -0.92 1.54 -1.23
O -0.14 1.77 -0.08
C -0.39 2.98 0.62
C -1.83 3.10 1.12
H 0.29 2.68 -2.61
H -1.35 2.34 -3.19
H -1.08 3.58 -1.97
H -0.60 0.58 -1.63
H -1.98 1.43 -0.95
H -0.12 3.84 0.00
H 0.29 2.99 1.47
H -2.54 3.11 0.29
H -1.96 4.02 1.69
H -2.08 2.25 1.76
C -3.60 -2.37 -3.23
C -2.38 -2.17 -2.36
O -1.85 -3.37 -1.82
C -1.41 -4.34 -2.75
C -0.31 -3.86 -3.67
H -4.38 -2.88 -2.67
H -3.98 -1.41 -3.58
H -3.39 -2.99 -4.11
H -2.65 -1.54 -1.51
H -1.59 -1.62 -2.91
H -2.27 -4.72 -3.33
H -1.04 -5.18 -2.17
H -0.63 -3.02 -4.30
H 0.02 -4.66 -4.33
H 0.55 -3.52 -3.09
C 2.36 4.52 -7.34
C 1.45 4.02 -6.22
O 1.09 2.66 -6.36
C 2.15 1.71 -6.37
C 2.98 1.73 -5.10
H 1.88 4.38 -8.31
H 2.57 5.59 -7.21
H 3.31 3.99 -7.36
H 0.52 4.59 -6.24
H 1.91 4.20 -5.24
H 2.78 1.86 -7.25
H 1.69 0.73 -6.48
H 3.48 2.69 -4.95
H 3.75 0.96 -5.14
H 2.35 1.55 -4.23
C -8.15 -0.99 -0.91
C -7.10 -1.59 0.01
O -5.77 -1.30 -0.38
C -5.41 0.07 -0.42
C -5.55 0.78 0.91
H -8.00 -1.33 -1.93
H -9.15 -1.28 -0.58
H -8.11 0.10 -0.91
H -7.20 -2.68 -0.01
H -7.27 -1.29 1.05
H -5.98 0.58 -1.20
H -4.36 0.10 -0.74
H -6.58 0.79 1.27
H -5.21 1.81 0.83
H -4.94 0.28 1.67
*
```

---

(4)
This record from the OMol25 dataset describes a cluster of 5 separate species, C24H54BrN6O4 in total. The level of theory is ωB97M-V/def2-TZVPD.

Its HOMO energy is -16.192 eV. The calculation puts the electronic energy at -112911.772 eV. As for the orbital gap: 9.9 eV. The value obtained for the max |F| is 4.0 eV/A.

```
! wB97M-V def2-TZVPD RIJCOSX def2/J DEFGRID3
* xyz 3 1
C -9.10 -8.57 -1.66
O -10.14 -9.52 -1.69
C -10.70 -9.87 -0.47
C -11.99 -10.74 -0.71
N -11.67 -12.03 -1.42
H -10.76 -12.34 -1.05
H -12.38 -12.76 -1.17
C -11.60 -12.02 -2.92
C -12.91 -12.10 -3.73
O -13.72 -11.16 -3.12
C -15.03 -11.13 -3.72
H -9.41 -7.63 -1.18
H -8.90 -8.35 -2.72
H -8.20 -8.84 -1.08
H -11.01 -9.08 0.20
H -9.97 -10.42 0.15
H -12.70 -10.19 -1.32
H -12.53 -11.06 0.17
H -10.85 -12.79 -3.17
H -11.09 -11.09 -3.21
H -13.36 -13.11 -3.80
H -12.69 -11.87 -4.78
H -15.65 -10.51 -3.12
H -15.40 -12.17 -3.60
H -15.07 -10.70 -4.75
C -15.48 -12.95 2.87
O -14.82 -14.13 3.09
C -14.17 -14.23 4.32
C -13.38 -15.45 4.04
N -12.76 -15.37 2.78
H -12.40 -16.29 2.53
H -13.45 -15.08 2.06
C -11.61 -14.43 2.73
C -10.52 -15.11 3.49
O -10.34 -16.39 3.09
C -9.38 -16.62 2.15
H -15.73 -13.01 1.81
H -14.88 -12.03 2.99
H -16.42 -12.94 3.41
H -14.90 -14.32 5.11
H -13.60 -13.30 4.46
H -13.97 -16.36 4.15
H -12.62 -15.33 4.81
H -11.96 -13.53 3.21
H -11.43 -14.22 1.68
H -10.86 -15.24 4.52
H -9.56 -14.54 3.36
H -8.45 -16.08 2.40
H -9.79 -16.21 1.21
H -9.24 -17.68 2.05
C -17.75 -13.48 -2.05
C -18.39 -13.56 -0.64
N -18.45 -14.84 -0.04
C -19.59 -15.69 0.14
C -19.22 -16.78 0.87
N -17.85 -16.59 1.16
C -17.47 -15.43 0.65
C -17.01 -17.40 2.00
H -17.77 -12.50 -2.52
H -18.31 -14.16 -2.73
H -16.71 -13.81 -2.00
H -19.39 -13.17 -0.73
H -17.85 -12.89 0.02
H -20.58 -15.48 -0.27
H -19.80 -17.61 1.26
H -16.48 -15.03 0.70
H -17.48 -17.65 2.96
H -16.12 -16.83 2.23
H -16.73 -18.28 1.42
C -16.79 -21.51 -3.65
C -15.70 -20.73 -4.29
N -15.65 -19.32 -3.75
C -15.46 -18.98 -2.42
C -15.38 -17.61 -2.38
N -15.38 -17.13 -3.69
C -15.57 -18.18 -4.47
C -15.49 -15.77 -4.06
H -16.56 -21.96 -2.69
H -16.88 -22.41 -4.29
H -17.74 -20.94 -3.65
H -15.87 -20.57 -5.36
H -14.70 -21.15 -4.19
H -15.42 -19.74 -1.63
H -15.25 -16.92 -1.57
H -15.82 -18.15 -5.52
H -14.80 -15.21 -3.43
H -16.49 -15.36 -3.93
H -15.24 -15.68 -5.10
Br -14.04 -14.48 -0.36
*
```

---

(5)
This record from the OMol25 dataset describes a cluster of 6 separate species, C24H54FN6O8P in total. The level of theory is ωB97M-V/def2-TZVPD.

Its HOMO energy is -7.122 eV. The calculation puts the electronic energy at -63087.020 eV. As for the orbital gap: 7.6 eV. The value obtained for the max |F| is 5.6 eV/A. The SMILES is CCP(CC)[C@@H](CNCC(=O)F)OCO.CN(C)C=O.CN(C)C=O.CN(C)C=O.CN(C)C=O.CN(C)C=O.

```
! wB97M-V def2-TZVPD RIJCOSX def2/J DEFGRID3
* xyz 0 1
C 3.59 4.33 2.55
C 3.22 2.88 1.94
P 1.75 2.20 2.93
C 2.27 0.99 4.28
C 1.01 0.20 4.96
C 0.42 1.42 1.76
C -0.62 2.59 1.44
N -2.03 2.15 1.22
C -2.64 1.50 2.40
C -2.91 2.43 3.67
O -3.98 2.22 4.31
F -2.06 3.44 4.17
O 0.99 0.99 0.48
C 1.72 -0.24 0.62
O 0.87 -1.40 0.90
H 2.67 4.69 3.15
H 3.81 5.12 1.74
H 4.46 4.23 3.30
H 4.12 2.19 2.06
H 2.86 2.96 0.84
H 3.11 0.28 3.96
H 2.70 1.63 5.14
H 1.17 -0.94 4.87
H 0.00 0.54 4.56
H 1.02 0.41 6.10
H 0.00 0.53 2.33
H -0.27 3.06 0.44
H -0.47 3.41 2.22
H -2.62 2.90 0.83
H -3.68 1.12 2.05
H -2.09 0.57 2.77
H 2.19 -0.45 -0.41
H 2.61 -0.16 1.35
H -0.07 -1.09 0.82
C 1.94 -0.76 -2.95
O 2.91 -0.54 -2.25
N 1.96 -0.86 -4.31
C 0.77 -1.13 -5.08
C 3.22 -0.68 -5.01
H 0.94 -0.91 -2.52
H 0.91 -2.05 -5.65
H 0.60 -0.30 -5.77
H -0.10 -1.24 -4.43
H 3.93 -1.43 -4.66
H 3.62 0.31 -4.78
H 3.08 -0.79 -6.09
C -2.02 -2.69 -1.70
O -1.79 -1.56 -1.28
N -1.65 -3.85 -1.08
C -1.95 -5.15 -1.65
C -0.94 -3.78 0.18
H -2.55 -2.85 -2.65
H -2.57 -5.71 -0.94
H -1.02 -5.68 -1.82
H -2.49 -5.05 -2.59
H -1.55 -3.24 0.91
H -0.01 -3.22 0.03
H -0.71 -4.78 0.55
C 1.63 5.83 -0.74
O 1.88 4.87 -0.04
N 1.16 7.03 -0.30
C 0.88 8.13 -1.20
C 0.94 7.22 1.12
H 1.76 5.80 -1.84
H 1.50 8.98 -0.93
H -0.17 8.40 -1.12
H 1.09 7.85 -2.24
H 1.88 7.06 1.66
H 0.21 6.48 1.47
H 0.56 8.22 1.32
C 1.27 -6.79 -6.20
O 0.71 -7.39 -5.30
N 1.89 -5.58 -6.07
C 2.53 -4.93 -7.19
C 1.89 -4.93 -4.78
H 1.33 -7.20 -7.22
H 3.59 -4.77 -6.96
H 2.05 -3.96 -7.36
H 2.45 -5.53 -8.10
H 2.39 -5.58 -4.05
H 0.86 -4.76 -4.46
H 2.42 -3.97 -4.83
C -3.93 -1.90 4.23
O -3.46 -3.01 4.10
N -5.22 -1.62 4.56
C -5.71 -0.26 4.70
C -6.14 -2.72 4.78
H -3.32 -0.99 4.09
H -6.08 -0.12 5.71
H -6.52 -0.10 3.98
H -4.91 0.46 4.51
H -5.77 -3.34 5.59
H -6.20 -3.32 3.87
H -7.13 -2.34 5.03
*
```